Computed, not measured: C26H28IN10O2STi as an isolated structure, with ωB97M-V/def2-TZVPD.

Output
Frontier orbital gap: 6.7 eV
F_max: 0.016 hartree/bohr
Total charge: +3
HOMO energy: -16.95 eV
Calculated total energy: -3250.2828 hartree

XYZ file:
```
69
Properties=species:S:1:pos:R:3:forces:R:3
I -1.68599 -1.32519 -1.81197 0.0 0.1 0.2
Ti -0.18263 0.09442 0.40856 -0.8 0.3 -0.1
S -1.52373 2.22359 0.67257 0.0 -0.5 0.0
O 3.62774 -2.85899 -2.90730 -0.1 0.0 0.1
O 0.90358 0.95706 -0.65068 0.7 0.3 -0.4
N -1.81004 -0.65507 1.70209 -0.2 0.0 0.2
N 0.75604 0.08517 2.18441 -0.1 0.0 0.1
N -1.71896 2.48534 -1.99791 0.0 0.0 0.0
N 2.58778 -0.02239 3.69872 0.1 0.0 0.0
N -3.45660 3.30396 -0.73350 0.1 0.0 0.1
N 0.90795 -1.54412 -0.30056 0.0 -0.1 -0.1
N 2.92523 0.74404 1.59473 0.0 0.0 0.0
N 2.19453 -0.74995 5.83307 0.0 0.0 0.0
N 0.38823 -0.54450 4.44459 -0.1 0.0 -0.1
N 3.65364 1.90494 -2.74648 -0.1 0.1 0.0
C 1.74002 -0.43680 4.64381 0.0 0.0 -0.1
C -1.73352 -4.10951 -0.49720 0.0 0.1 0.0
C 2.00451 0.86062 -1.44539 0.2 0.0 -0.2
C -0.02956 -0.29577 3.25352 0.1 -0.1 0.3
C -3.11744 -0.80734 1.43819 -0.1 -0.1 0.0
C 3.71770 -0.49068 -2.46043 -0.1 0.1 0.1
C 1.95012 -1.57683 -1.06632 0.0 -0.1 0.0
C 0.23974 -2.78494 -0.04478 -0.1 -0.1 0.0
C -2.29206 2.69425 -0.81746 0.1 0.1 0.0
C 2.57783 -0.41207 -1.64447 0.2 0.4 -0.2
C -3.76747 3.11304 -3.14252 0.0 0.0 0.0
C -2.25170 3.07913 -3.23221 0.0 0.1 -0.1
C 0.04109 -4.97129 0.89879 0.0 0.0 0.0
C -1.00464 -2.94601 -0.64838 0.0 -0.1 0.1
C 0.76882 -3.79731 0.73985 -0.1 0.0 0.0
C 2.55593 2.01256 -1.99696 0.0 -0.2 0.1
C 4.19643 0.72719 -2.97144 0.0 -0.3 0.0
C -2.38239 -0.29909 4.01860 -0.1 -0.2 -0.2
C -1.47551 -0.43102 2.98332 0.1 0.1 0.4
C -4.09541 -0.72414 2.41479 0.1 0.0 -0.1
C 1.98598 3.37806 -1.79523 -0.1 0.1 0.1
C -3.73064 -0.44494 3.72291 0.1 0.0 0.0
C -1.19359 -5.12564 0.28634 0.0 0.0 0.0
C 4.48726 -1.73894 -2.80848 0.1 0.0 0.0
C 2.09037 0.26794 2.51935 0.2 0.0 0.1
C -4.19117 3.84942 -1.88391 -0.1 0.1 -0.1
H 5.00184 -1.55886 -3.75629 0.0 0.0 0.1
H -0.76084 2.17420 -1.98122 0.0 0.0 0.0
H 3.18057 -0.67144 6.03442 0.0 0.0 0.0
H -4.16185 2.09537 -3.12824 0.0 0.0 0.0
H 2.35704 -2.54328 -1.35724 0.0 0.0 0.0
H 1.55865 -1.04413 6.55864 0.0 0.0 0.0
H 5.25911 -1.90292 -2.04391 0.0 0.0 0.0
H -5.25338 3.71567 -1.68631 0.0 0.0 0.0
H -1.84519 4.08753 -3.34501 0.0 0.0 0.0
H -3.38813 -0.99691 0.40985 0.0 0.0 0.0
H -3.98977 4.92046 -1.95350 0.0 0.0 0.0
H 4.09969 -3.58652 -3.32902 0.0 0.0 0.0
H -4.17990 3.61234 -4.01736 0.0 0.0 0.0
H -1.91064 2.47698 -4.07252 0.0 0.0 0.0
H 2.78868 4.07167 -1.54967 0.0 0.0 0.0
H 1.54573 3.73339 -2.72979 0.0 0.0 0.0
H -2.02847 -0.10762 5.01984 0.0 0.0 0.0
H 3.86612 0.93999 1.90651 0.0 0.0 0.0
H 0.44608 -5.77259 1.50102 0.0 0.0 0.0
H -1.74635 -6.04615 0.41041 0.0 0.0 0.0
H 1.73576 -3.67206 1.21084 0.0 0.0 0.0
H -5.13098 -0.86575 2.14079 0.0 0.0 0.0
H -2.69141 -4.24035 -0.98087 0.0 0.0 0.0
H -4.47810 -0.35048 4.49857 0.0 0.0 0.0
H 1.23635 3.40573 -1.00162 0.0 0.0 -0.1
H 5.07479 0.72957 -3.60710 0.0 0.0 0.0
H 2.58394 1.25468 0.80021 0.0 0.0 0.0
H -3.82679 3.45327 0.19392 0.0 0.0 0.0
```
Positions in Å, forces in eV/Å.

Formally, the Löwdin partial charges of the atoms, in units of the elementary charge, are as follows: 1.24 0.84 0.75 -0.05 -0.28 -0.04 0.05 0.03 0.21 0.05 -0.08 0.23 0.26 0.23 0.17 -0.37 -0.09 -0.23 -0.25 -0.13 -0.08 0.03 -0.35 -0.72 -0.05 -0.14 -0.13 -0.02 -0.57 0.01 -0.24 -0.03 0.05 -0.22 0.01 0.01 0.03 -0.02 -0.17 -0.38 -0.12 0.14 0.10 0.15 0.13 0.15 0.15 0.15 0.14 0.14 0.05 0.14 0.12 0.14 0.13 0.10 0.10 0.13 0.15 0.13 0.13 0.13 0.13 0.12 0.14 0.07 0.14 0.09 0.15